Density functional theory data (ωB97M-V/def2-TZVPD) for a cluster of 5 separate species, C36H51B2F32N3O8P in total.

Last column: Löwdin charge in e.
Positions of all 133 atoms, in Å:
P  1.764  0.155  2.820  1.026
F  -6.915  0.448  -3.637  0.114
F  -4.150  -2.378  0.579  0.125
F  -6.030  -1.416  -1.178  0.065
F  -2.556  1.149  -4.748  0.116
F  -2.773  -0.040  -2.111  0.147
F  -5.003  -0.473  1.184  0.094
F  -11.914  -4.351  -3.107  0.130
F  -5.236  1.367  -4.659  0.131
F  -9.039  -1.236  -1.124  0.087
F  -7.429  -3.059  -2.591  0.127
F  -5.584  -1.274  -5.293  0.100
F  -6.778  -3.201  -0.206  0.090
F  11.757  -1.631  -0.056  0.142
F  -6.137  -5.482  3.482  0.155
F  12.998  -0.866  -3.279  0.098
F  10.726  -0.433  -1.523  0.131
F  -11.379  -1.653  -3.907  0.090
F  -12.066  -4.870  -5.208  0.109
F  12.675  3.524  -2.111  0.106
F  -13.254  -2.485  -4.598  0.097
F  -7.141  -4.294  1.991  0.138
F  11.905  -2.644  -2.677  0.098
F  -8.930  -2.062  -3.772  0.140
F  -4.944  -4.924  0.200  0.094
F  -0.694  0.897  -3.661  0.099
F  -10.770  -2.470  -1.565  0.109
F  -3.745  -1.030  -4.175  0.093
F  11.077  0.774  -3.663  0.092
F  11.759  2.635  -4.530  0.096
F  13.639  1.696  -2.774  0.133
F  -6.112  -6.612  0.907  0.108
F  -1.970  1.801  -1.308  0.102
O  8.182  2.293  2.561  -0.182
O  -9.207  -4.211  -3.188  0.044
O  -5.118  -3.669  2.755  0.037
O  0.361  3.287  -2.022  0.127
O  -3.914  1.872  -2.352  0.044
O  -1.557  3.011  4.279  0.043
O  0.729  3.152  5.037  0.110
O  12.692  0.263  -0.680  0.035
N  1.062  3.121  0.357  0.099
N  1.234  1.657  2.083  -0.123
N  1.767  5.171  -1.189  0.147
C  0.030  -0.328  5.113  -0.131
C  0.452  2.776  2.487  -0.035
C  11.365  2.057  -3.368  -0.302
C  3.962  0.683  0.353  -0.223
C  10.556  1.595  2.975  -0.072
C  -11.463  -4.011  -4.336  -0.437
C  8.995  1.287  3.165  -0.284
C  12.686  -1.637  -2.217  -0.277
C  6.776  2.066  2.833  -0.205
C  -5.580  -2.350  2.455  -0.043
C  -6.419  -1.924  0.024  -0.284
C  -9.428  -2.496  -1.460  -0.269
C  1.634  1.914  0.735  -0.139
C  -5.285  -1.805  1.044  -0.423
C  -2.426  2.432  3.269  -0.213
C  4.638  1.799  1.259  -0.209
C  -1.877  1.559  -3.661  -0.285
C  -9.949  -4.292  -4.411  -0.037
C  0.969  -1.304  1.924  -0.333
C  -3.923  2.865  3.669  -0.059
C  12.467  2.190  -2.314  -0.437
C  11.951  -0.839  -1.135  -0.513
C  -0.567  -0.942  1.636  -0.143
C  -5.553  0.472  -3.693  -0.428
C  2.535  1.079  -0.232  -0.089
C  -2.652  1.273  -2.370  -0.497
C  0.299  3.759  1.392  0.097
C  6.052  1.193  1.719  -0.169
C  -8.767  -2.948  -2.773  -0.499
C  12.169  1.571  -0.934  -0.052
C  -5.930  -4.750  2.367  -0.510
C  -11.908  -2.596  -4.712  -0.299
C  -5.088  -0.935  -4.077  -0.295
C  1.546  0.048  4.665  -0.366
C  -5.062  1.010  -2.333  -0.033
C  -5.269  -5.633  1.304  -0.276
B  -0.189  2.963  3.951  -0.527
B  1.092  3.874  -0.947  -0.538
H  -0.743  -0.866  0.518  0.079
H  -7.302  -1.368  0.348  0.169
H  -0.255  4.727  1.332  0.163
H  6.755  1.503  3.826  0.120
H  -2.382  1.311  3.370  0.107
H  4.825  2.768  0.692  0.130
H  0.381  2.563  5.741  0.101
H  -11.640  -2.361  -5.747  0.175
H  -2.261  2.819  2.226  0.117
H  -5.865  1.647  -1.954  0.156
H  -9.169  -3.167  -0.639  0.169
H  12.676  2.204  -0.203  0.149
H  11.110  1.639  -0.671  0.136
H  -5.438  -1.676  -3.356  0.148
H  8.838  1.169  4.285  0.119
H  -0.076  -1.453  5.213  0.085
H  -6.626  -2.215  2.739  0.149
H  3.915  -0.296  0.922  0.087
H  -1.681  2.628  -3.770  0.173
H  -4.357  -6.091  1.692  0.177
H  2.704  1.575  -1.230  0.131
H  6.761  1.083  0.849  0.123
H  -4.961  0.224  -1.589  0.109
H  8.843  0.252  2.713  0.125
H  2.339  5.028  -2.039  0.095
H  -9.464  -3.731  -5.214  0.146
H  6.256  3.053  3.000  0.127
H  13.612  -2.063  -1.824  0.177
H  10.447  2.555  -3.042  0.172
H  -0.220  0.204  6.088  0.085
H  -5.020  -1.713  3.144  0.146
H  4.665  0.517  -0.524  0.127
H  -1.229  -1.722  2.108  0.079
H  10.866  1.297  1.923  0.059
H  -9.853  -5.339  -4.707  0.151
H  1.537  -1.440  0.959  0.061
H  -4.636  1.987  3.629  0.073
H  2.171  -0.839  5.014  0.092
H  -4.294  3.742  3.058  0.082
H  -0.480  2.906  -1.676  0.075
H  5.873  0.153  2.144  0.116
H  1.975  0.113  -0.459  0.119
H  1.944  0.934  5.247  0.081
H  1.119  -2.235  2.544  0.096
H  10.786  2.695  3.113  0.084
H  -0.696  0.029  4.313  0.041
H  -0.887  0.057  2.069  0.034
H  1.013  5.800  -1.522  0.094
H  4.033  1.980  2.199  0.090
H  -3.930  3.220  4.750  0.090
H  11.201  1.011  3.691  0.080

## Properties
Orbital gap, hartree: 0.305
E_HOMO, eV: -11.1483
Spin multiplicity: 1
Charge: +1

Density functional theory data (ωB97M-V/def2-TZVPD) for a structure of composition C36H51BrF5N5O3S2SiSnTe.

Last column: Löwdin charge in e.
Positions of all 106 atoms, in Å:
Te  -4.024  0.878  -1.460  1.753
Sn  -1.115  0.363  0.055  1.292
Br  -0.308  2.952  0.789  0.497
S  0.492  -1.264  2.448  0.584
S  2.845  -0.332  -6.430  0.728
Si  -0.205  5.244  0.220  0.599
F  -4.170  0.278  -3.203  -0.335
F  -2.354  1.718  -1.888  -0.422
F  -5.691  0.289  -0.984  -0.314
F  -4.794  2.439  -2.022  -0.307
F  -3.795  1.721  0.203  -0.384
O  -3.024  -0.520  -0.851  -0.724
O  0.445  -2.427  1.579  -0.321
O  -0.730  -0.530  2.630  -0.394
N  3.161  0.543  0.387  0.125
N  1.440  -0.199  1.639  -0.017
N  -0.121  -0.161  -2.103  -0.072
N  0.500  0.751  -6.993  0.115
N  -1.539  -2.999  -0.406  0.252
C  5.048  -0.414  2.244  -0.023
C  -2.267  -3.710  -2.564  0.025
C  1.987  -2.503  6.519  -0.237
C  1.291  -1.306  6.347  -0.006
C  1.090  -1.740  4.011  -0.331
C  2.126  5.044  1.961  -0.112
C  3.701  -0.599  2.476  0.054
C  0.505  6.539  -2.145  -0.075
C  2.220  -3.313  5.405  -0.011
C  -2.850  5.157  1.381  -0.099
C  0.049  5.921  2.977  -0.095
C  -2.037  5.751  0.222  -0.623
C  -1.233  -3.421  -1.620  -0.265
C  1.313  7.306  1.325  -0.076
C  0.081  4.089  -2.417  -0.111
C  -1.926  -4.100  -3.827  -0.025
C  0.834  -0.917  5.102  -0.033
C  1.346  0.230  -6.095  -0.856
C  4.443  0.699  0.196  -0.095
C  2.162  4.861  -1.342  -0.097
C  -2.083  7.293  0.323  -0.076
C  2.443  -2.935  7.881  -0.028
C  -2.742  5.333  -1.075  -0.089
C  -0.457  -0.394  -4.452  0.018
C  1.589  0.515  -3.622  -0.004
C  -0.572  -4.212  -4.189  0.011
C  2.758  -0.127  1.518  -0.351
C  1.774  -2.944  4.150  -0.060
C  0.863  5.869  1.677  -0.631
C  0.454  -3.939  -3.266  -0.026
C  0.807  0.129  -4.705  -0.221
C  5.439  0.238  1.088  0.010
C  0.142  -3.551  -1.996  0.023
C  0.663  5.152  -1.478  -0.625
C  1.089  0.367  -2.346  -0.118
C  -0.876  -0.527  -3.144  -0.149
H  -2.696  -4.327  -4.552  0.129
H  -3.301  -3.606  -2.260  0.137
H  -0.530  6.768  -2.396  0.070
H  0.906  -3.326  -1.261  0.130
H  -3.787  5.649  -1.016  0.100
H  2.588  4.768  -2.346  0.092
H  1.095  -0.677  7.206  0.127
H  0.277  0.003  4.978  0.124
H  2.702  5.661  -0.838  0.070
H  2.748  -4.250  5.529  0.127
H  -2.316  5.795  -1.965  0.070
H  -0.314  -4.514  -5.195  0.129
H  -0.991  4.180  -2.574  0.060
H  -0.811  -2.839  0.297  0.072
H  3.380  -3.486  7.828  0.088
H  1.075  6.550  -3.079  0.096
H  -1.508  7.787  -0.463  0.077
H  -3.120  7.619  0.214  0.098
H  -2.740  4.250  -1.205  0.053
H  0.796  0.825  -7.953  0.115
H  1.908  3.996  2.166  0.040
H  4.742  1.219  -0.708  0.122
H  2.573  -2.083  8.546  0.087
H  0.286  3.080  -2.053  0.030
H  1.941  -3.581  3.291  0.119
H  5.781  -0.762  2.959  0.127
H  1.938  7.337  0.431  0.067
H  -1.730  7.658  1.287  0.069
H  -2.459  5.411  2.362  0.065
H  -3.865  5.561  1.319  0.098
H  6.481  0.407  0.859  0.123
H  -2.929  4.073  1.306  0.042
H  3.359  -1.064  3.388  0.103
H  2.351  3.924  -0.811  0.068
H  2.580  0.916  -3.788  0.114
H  -2.504  -2.876  -0.125  0.139
H  -0.789  6.614  2.924  0.068
H  -1.103  -0.720  -5.257  0.131
H  1.916  7.698  2.149  0.098
H  2.857  5.093  1.158  0.060
H  2.601  5.459  2.855  0.092
H  0.569  4.193  -3.392  0.094
H  1.672  0.658  -1.477  0.084
H  1.698  -3.595  8.330  0.101
H  0.477  7.991  1.184  0.074
H  1.487  -4.038  -3.569  0.128
H  -0.381  1.157  -6.727  0.116
H  0.703  6.269  3.782  0.094
H  0.892  7.350  -1.526  0.075
H  -0.333  4.939  3.264  0.075
H  -1.851  -0.932  -2.910  0.082

## Properties
Orbital gap (alpha / beta), hartree: 0.188 / 0.172
E_HOMO (alpha / beta), eV: -12.8155 / -12.8155
Spin multiplicity: 1
Charge: +2
Relative energy (zero: lowest compared OMol25 entry of this formula, charge and spin), kJ/mol: 20.0

no.,strongest force on any atom (Eh/bohr)
1,0.115
2,0.014